# 1
The following is a quantum chemistry calculation of one molecule with the formula C22H20N4O4S2, from OMol25.

ΔE to the lowest compared entry with this formula, charge and spin, eV: 1.890
Highest occupied orbital energy, eV: -8.17
LUMO, eV: -0.35
Strongest force on any atom, eV/A: 1.76
HOMO-LUMO gap, eV: 7.82
SMILES string: COc1cccc(N2C[C@H](C(=O)Nc3nnc(SCC(=O)c4ccccc4)s3)CC2=O)c1

Geometry (Å):
C (1.5489, 7.1904, 5.7437)
O (1.0321, 6.0255, 5.1493)
C (1.7904, 5.3821, 4.2153)
C (3.0443, 5.7938, 3.7833)
C (3.7059, 5.0412, 2.8259)
C (3.1469, 3.9004, 2.2893)
C (1.8878, 3.4814, 2.7215)
N (1.2840, 2.3349, 2.1871)
C (-0.1395, 2.1053, 2.3422)
C (-0.4643, 0.9817, 1.3523)
C (-1.5226, 0.0509, 1.8837)
O (-1.8657, -0.0143, 3.0393)
N (-2.1139, -0.8059, 0.9730)
C (-1.9506, -0.9217, -0.3744)
N (-1.1097, -0.2812, -1.1138)
N (-1.1716, -0.5948, -2.3963)
C (-2.0564, -1.4829, -2.6826)
S (-2.3485, -1.9711, -4.3166)
C (-3.3760, -3.4694, -4.0749)
C (-2.5469, -4.5462, -3.3972)
O (-2.7121, -4.7678, -2.2170)
C (-1.5469, -5.2649, -4.2082)
C (-1.2170, -4.9164, -5.5188)
C (-0.2681, -5.6466, -6.2089)
C (0.3566, -6.7303, -5.6112)
C (0.0375, -7.0826, -4.3091)
C (-0.9042, -6.3536, -3.6118)
S (-2.9580, -2.0576, -1.2739)
C (0.8787, 0.2602, 1.1916)
C (1.9228, 1.3044, 1.5662)
O (3.1075, 1.1978, 1.3588)
C (1.2190, 4.2277, 3.6831)
H (2.4807, 6.9885, 6.2819)
H (1.7206, 7.9785, 5.0031)
H (0.7902, 7.5218, 6.4511)
H (3.5114, 6.6817, 4.1775)
H (4.6807, 5.3603, 2.4889)
H (3.6797, 3.3292, 1.5498)
H (-0.3771, 1.7750, 3.3613)
H (-0.6966, 3.0191, 2.1246)
H (-0.7769, 1.3776, 0.3844)
H (-2.7980, -1.4284, 1.3900)
H (-4.2300, -3.2062, -3.4493)
H (-3.7110, -3.7590, -5.0681)
H (-1.6771, -4.0675, -5.9999)
H (-0.0124, -5.3677, -7.2201)
H (1.0946, -7.2965, -6.1594)
H (0.5250, -7.9237, -3.8397)
H (-1.1663, -6.6099, -2.5961)
H (1.0434, -0.1077, 0.1812)
H (0.9766, -0.5760, 1.8880)
H (0.2519, 3.9406, 4.0598)

For each atom in turn, the Mulliken charge in e is: C -0.875; O -0.407; C 0.344; C -0.542; C -0.872; C -0.828; C 0.580; N 0.257; C -1.287; C 0.416; C 0.010; O -0.642; N -0.034; C 0.382; N 0.217; N -1.083; C 0.619; S -0.068; C -1.183; C 0.850; O -0.645; C 0.650; C -0.301; C -0.872; C -0.357; C -0.525; C -0.439; S -0.225; C -0.755; C 0.394; O -0.658; C 0.006; H 0.356; H 0.347; H 0.248; H 0.394; H 0.359; H 0.433; H 0.438; H 0.532; H 0.512; H 0.259; H 0.510; H 0.550; H 0.237; H 0.383; H 0.387; H 0.385; H 0.432; H 0.311; H 0.335; H 0.464

# 2
The following is a quantum chemistry calculation of C22H21Br2N6OPtS as an isolated structure, from OMol25.

Spin multiplicity: 5
ΔE to the lowest compared entry with this formula, charge and spin, eV: 2.050
Highest occupied orbital energy (spin up / spin down), eV: -13.96 / -16.91
LUMO (spin up / spin down), eV: -9.58 / -13.14
Strongest force on any atom, eV/A: 4.62
HOMO-LUMO gap (spin up / spin down), eV: 4.37 / 3.76
Total charge: +3

Geometry (Å):
Pt (1.1795, -15.8625, 8.0983)
C (5.8993, -14.9120, 10.9585)
N (5.4581, -14.7370, 9.5438)
C (6.2431, -14.1087, 8.5365)
C (5.4685, -13.8812, 7.4783)
N (4.1485, -14.3054, 7.7916)
C (4.1926, -14.8729, 9.0596)
S (3.0039, -15.6324, 9.9865)
C (3.0408, -13.8515, 7.0212)
C (3.1840, -12.6358, 6.3273)
C (2.2755, -12.3056, 5.3467)
C (1.1294, -13.0913, 5.1426)
C (0.9714, -14.1464, 5.9882)
N (1.9031, -14.4940, 6.9242)
H (6.7456, -14.2631, 11.1264)
H (6.1486, -15.9533, 11.0544)
H (5.0361, -14.7475, 11.5902)
H (7.2955, -14.0556, 8.6977)
H (5.6336, -13.4825, 6.4779)
H (4.0374, -12.0035, 6.6517)
H (2.4013, -11.3865, 4.7408)
H (0.4083, -12.9641, 4.3215)
H (0.0584, -14.7266, 5.9178)
Br (-3.2307, -19.5637, 11.9051)
C (-2.0353, -18.4412, 10.9651)
C (-1.0222, -19.0816, 10.2283)
C (-0.0977, -18.2923, 9.4844)
N (-0.1369, -16.9357, 9.4044)
C (-1.0381, -16.2842, 10.2365)
C (-2.0182, -17.0062, 10.9771)
C (-0.8911, -14.8267, 10.3093)
C (-1.5848, -13.9917, 11.2199)
C (-1.1582, -12.6481, 11.4169)
Br (-2.1813, -11.2663, 12.2134)
C (-0.0045, -12.2413, 10.7222)
C (0.6312, -13.1465, 9.8612)
N (0.1274, -14.3565, 9.5502)
H (-0.9224, -20.1705, 10.3200)
H (0.7378, -18.7825, 8.9517)
H (-2.7097, -16.5109, 11.6872)
H (-2.4037, -14.3443, 11.7881)
H (0.4110, -11.2222, 10.8889)
H (1.5855, -12.8426, 9.3908)
N (2.9308, -20.6655, 6.5737)
C (2.7110, -19.5840, 7.4076)
O (2.2777, -19.7867, 8.5511)
C (3.0379, -18.1972, 6.9106)
C (1.7837, -17.3222, 6.7022)
H (2.6283, -21.6021, 6.8748)
H (3.2147, -20.5338, 5.6222)
H (3.6543, -18.2338, 5.9843)
H (3.6353, -17.6894, 7.7023)
H (0.8864, -17.9976, 6.6443)
H (1.8978, -16.8609, 5.6894)

For each atom in turn, the Mulliken charge in e is: Pt 0.222; C -0.804; N 0.141; C -0.683; C -0.455; N 0.349; C 0.283; S -0.098; C 0.810; C -1.007; C -0.578; C -0.818; C 0.021; N 0.318; H 0.387; H 0.366; H 0.350; H 0.530; H 0.764; H 0.724; H 0.455; H 0.458; H 0.412; Br -0.023; C -0.080; C -0.850; C 0.212; N 0.101; C 1.079; C -0.614; C 0.466; C -0.884; C -0.125; Br -0.030; C -0.756; C 0.002; N -0.051; H 0.494; H 0.377; H 0.347; H 0.445; H 0.410; H 0.227; N -0.381; C 0.267; O -0.698; C -0.076; C -0.991; H 0.272; H 0.208; H 0.378; H 0.000; H 0.722; H 0.406

# 3
The following is a quantum chemistry calculation of C22H21Br2O4 as an isolated structure, from OMol25.

Highest occupied orbital energy, eV: -3.39
LUMO, eV: 2.35
Strongest force on any atom, eV/A: 7.61
HOMO-LUMO gap, eV: 5.74
Total charge: -1

Geometry (Å):
C (4.3714, 3.5733, -2.6089)
O (2.9385, 3.4490, -2.5769)
C (2.3653, 2.5018, -1.7915)
C (3.0758, 1.7633, -0.8022)
C (2.4856, 0.6547, -0.2468)
C (1.1359, 0.3423, -0.5059)
C (0.2910, -0.8572, -0.0205)
C (1.1785, -2.1847, 0.0942)
C (0.6361, -3.3846, 0.6379)
C (1.3637, -4.5328, 0.7793)
Br (0.7042, -6.0443, 1.7313)
C (2.7386, -4.6368, 0.1484)
O (3.3849, -5.6732, 0.2669)
C (3.2142, -3.4197, -0.5562)
Br (4.9765, -3.4048, -1.2510)
C (2.3704, -2.3166, -0.7105)
C (0.4515, 1.1171, -1.4630)
C (1.0239, 2.1763, -2.0559)
H (4.5419, 4.3758, -3.3324)
H (4.7803, 3.8543, -1.6304)
H (4.8415, 2.6435, -2.9533)
H (4.1246, 1.9971, -0.6169)
H (3.0972, 0.0054, 0.4150)
H (-0.1678, -1.2224, -1.0120)
H (-0.4060, -3.3391, 1.0130)
H (2.6528, -1.5097, -1.3849)
H (-0.5566, 0.7538, -1.7442)
H (0.4581, 2.7520, -2.8286)
C (-4.9097, 0.9580, 1.9226)
C (-3.5414, 0.7567, 1.2931)
C (-3.2467, 1.9423, 0.3830)
C (-2.4426, 0.6906, 2.3495)
C (-1.0070, 0.5804, 1.7755)
O (-0.0172, 1.2188, 2.1007)
C (-0.9194, -0.4550, 0.7069)
C (-2.1278, -0.8985, -0.0081)
O (-1.9990, -1.4352, -1.1327)
C (-3.5096, -0.5886, 0.5778)
H (-5.1869, 0.1471, 2.6091)
H (-4.9067, 1.9106, 2.4596)
H (-5.6600, 1.0082, 1.1274)
H (-2.2437, 1.9385, -0.0598)
H (-3.9810, 2.0049, -0.4214)
H (-3.3331, 2.8337, 1.0105)
H (-2.4835, 1.5393, 3.0469)
H (-2.5374, -0.2475, 2.9275)
H (-0.0915, -1.2107, 1.2030)
H (-3.6221, -1.4011, 1.3098)
H (-4.3059, -0.7263, -0.1748)

For each atom in turn, the Mulliken charge in e is: C -0.834; O -0.452; C 0.840; C -0.761; C -0.210; C -0.872; C 0.285; C 0.283; C -0.553; C -0.495; Br -0.239; C 0.670; O -0.771; C -0.624; Br -0.234; C -0.575; C -0.293; C -0.702; H 0.244; H 0.303; H 0.364; H 0.303; H 0.457; H 0.370; H 0.301; H 0.827; H 0.395; H 0.331; C -2.123; C 2.086; C -1.584; C -1.354; C 0.868; O -0.664; C 0.895; C 1.212; O -0.710; C -1.363; H 0.399; H 0.436; H 0.420; H 0.197; H 0.406; H 0.448; H 0.346; H 0.380; H -0.407; H 0.418; H 0.338

# 4
The following is a quantum chemistry calculation of one molecule with the formula C22H21BrN2O3, from OMol25.

ΔE to the lowest compared entry with this formula, charge and spin, eV: 1.182
Highest occupied orbital energy, eV: -7.99
LUMO, eV: -0.10
Strongest force on any atom, eV/A: 0.85
HOMO-LUMO gap, eV: 7.89
SMILES string: O=C(N/C(=C/C=C\c1ccccc1)C(=O)N1CCOCC1)c1ccc(Br)cc1

Geometry (Å):
O (0.0392, 1.7809, -2.1554)
C (0.6017, 1.9255, -1.0878)
N (0.4300, 1.0653, -0.0408)
C (-0.5122, 0.0432, -0.0164)
C (-0.4737, -0.9148, 0.9282)
C (-1.4286, -1.9816, 1.0257)
C (-1.4873, -2.8863, 2.0169)
C (-0.6859, -2.8967, 3.2351)
C (-0.1992, -4.1078, 3.7301)
C (0.5625, -4.1460, 4.8816)
C (0.8357, -2.9777, 5.5748)
C (0.3318, -1.7733, 5.1128)
C (-0.4224, -1.7306, 3.9550)
C (-1.6850, 0.2377, -0.9485)
O (-2.5235, 1.0726, -0.6684)
N (-1.7898, -0.6102, -1.9901)
C (-0.7410, -1.4830, -2.4637)
C (-0.2239, -0.9651, -3.8143)
O (-1.2738, -0.8490, -4.7451)
C (-2.2509, 0.0583, -4.2785)
C (-2.8539, -0.4270, -2.9576)
C (1.5675, 3.0298, -0.8358)
C (1.7666, 3.5857, 0.4257)
C (2.6569, 4.6296, 0.5949)
C (3.3511, 5.1148, -0.5018)
Br (4.5884, 6.5396, -0.2629)
C (3.1548, 4.5874, -1.7681)
C (2.2563, 3.5516, -1.9287)
H (1.0368, 1.1456, 0.7640)
H (0.3373, -0.9090, 1.6464)
H (-2.1261, -2.0672, 0.2037)
H (-2.1825, -3.7105, 1.9198)
H (-0.4112, -5.0207, 3.1918)
H (0.9411, -5.0903, 5.2449)
H (1.4271, -3.0082, 6.4779)
H (0.5216, -0.8628, 5.6630)
H (-0.8486, -0.7955, 3.6225)
H (0.0711, -1.5233, -1.7375)
H (-1.1591, -2.4881, -2.5962)
H (0.4966, -1.6633, -4.2440)
H (0.2486, 0.0148, -3.6594)
H (-3.0132, 0.1168, -5.0564)
H (-1.7984, 1.0471, -4.1217)
H (-3.5531, 0.3073, -2.5570)
H (-3.3601, -1.3867, -3.1084)
H (1.2044, 3.2366, 1.2795)
H (2.8083, 5.0680, 1.5693)
H (3.6940, 4.9859, -2.6134)
H (2.0740, 3.1305, -2.9056)

For each atom in turn, the Mulliken charge in e is: O -0.580; C 0.433; N -0.061; C -0.030; C -0.061; C -0.573; C -0.956; C 0.435; C -0.444; C -0.485; C -0.436; C -0.564; C -0.391; C 0.469; O -0.702; N 0.014; C -0.425; C -0.604; O -0.439; C -0.442; C -0.820; C 0.180; C -0.252; C -0.752; C 0.110; Br -0.180; C -0.574; C -0.365; H 0.391; H 0.633; H 0.391; H 0.422; H 0.414; H 0.372; H 0.381; H 0.377; H 0.605; H 0.338; H 0.369; H 0.395; H 0.256; H 0.399; H 0.251; H 0.495; H 0.278; H 0.454; H 0.423; H 0.427; H 0.426